Entry 1:
Below is a single C3H5N5 molecule at a distorted geometry, with properties calculated with ωB97M-V with the def2-TZVPD basis set.

The calculated total energy is -10639.015 eV. For the relative energy (zero: lowest compared OMol25 entry of this formula, charge and spin), the calculation gives 88.99 kcal/mol. Its structure (SMILES) is N/N=C\n1ccnn1. As for the max |F|: 7.2 eV Å⁻¹. As for the HOMO energy: -9.079 eV.

Each line ends with the Mulliken charge.
Cartesian coordinates (Å):
N (-2.36, 0.77, 0.39)  -0.429
N (1.17, -1.06, 0.34)  -0.616
N (0.25, -0.30, -0.16)  0.497
N (-2.15, -0.37, -0.13)  -0.246
N (2.24, -0.32, 0.37)  -0.398
C (0.61, 0.93, -0.48)  0.054
C (-0.99, -0.93, -0.36)  0.052
C (1.96, 0.95, -0.08)  -0.568
H (0.02, 1.81, -0.84)  0.338
H (2.74, 1.58, -0.08)  0.485
H (-3.48, 0.90, 0.44)  0.288
H (-0.89, -1.92, -0.93)  0.322
H (-1.87, 0.93, 1.26)  0.222

---

Entry 2:
Below is 2 unconnected molecules or ions with the total composition C3H12NOS at a distorted geometry, with properties calculated with ωB97M-V with the def2-TZVPD basis set.

The calculated total energy is -17674.104 eV. For the relative energy (zero: lowest compared OMol25 entry of this formula, charge and spin), the calculation gives 32.11 kcal/mol. As for the spin multiplicity: 2. As for the max |F|: 3.9 eV Å⁻¹. As for the HOMO energy (spin up / spin down): -3.559 / -9.267 eV.

Each line ends with the Mulliken charge.
Cartesian coordinates (Å):
S (0.81, -1.99, 0.52)  -0.236
O (3.74, 0.74, 0.03)  -0.617
N (-1.35, 1.49, 1.16)  -2.105
C (-0.49, -0.03, -0.81)  -0.576
C (-0.49, -1.57, -0.76)  -0.615
C (-1.73, 0.53, 0.01)  -1.436
H (-2.02, 1.54, 1.95)  1.093
H (-2.57, 0.86, -0.59)  0.346
H (0.76, -3.27, 0.42)  0.101
H (-0.17, -2.14, -1.63)  0.393
H (-1.14, 2.45, 0.76)  0.906
H (4.41, 1.50, -0.03)  0.312
H (-1.96, -0.31, 0.72)  0.677
H (-0.46, 1.20, 1.59)  0.411
H (-1.53, -1.87, -0.47)  0.361
H (-0.75, 0.35, -1.86)  0.290
H (0.54, 0.37, -0.66)  0.388
H (4.40, 0.15, -0.36)  0.307

---

Entry 3:
Below is 2 unconnected molecules or ions with the total composition CH3Cl2FSi at a distorted geometry, with properties calculated with ωB97M-V with the def2-TZVPD basis set.

The calculated total energy is -36724.137 eV. For the relative energy (zero: lowest compared OMol25 entry of this formula, charge and spin), the calculation gives 156.22 kcal/mol. As for the max |F|: 3.9 eV Å⁻¹. As for the HOMO energy: -9.478 eV.

Each line ends with the Mulliken charge.
Cartesian coordinates (Å):
Cl (-1.22, 2.35, 0.10)  -0.045
Cl (-2.43, -1.75, -0.44)  -0.559
Si (-0.51, 0.67, 0.67)  0.615
F (1.91, 0.30, -0.65)  -0.289
C (0.67, -0.34, -0.39)  -0.239
H (0.53, -0.67, -1.44)  0.291
H (1.12, -1.28, 0.12)  0.242
H (-0.07, 0.71, 2.04)  -0.016

---

Entry 4:
Below is a gas-phase ion, C6H13N4O2 (charge +1) at a distorted geometry, with properties calculated with ωB97M-V with the def2-TZVPD basis set.

The calculated total energy is -16473.342 eV. For the relative energy (zero: lowest compared OMol25 entry of this formula, charge and spin), the calculation gives 0.00 kcal/mol. As for the spin multiplicity: 3. As for the max |F|: 7.9 eV Å⁻¹. The net charge is +1. As for the HOMO energy (spin up / spin down): -8.933 / -14.266 eV.

Each line ends with the Mulliken charge.
Cartesian coordinates (Å):
O (2.33, 0.16, 0.50)  -0.513
O (-1.13, -0.25, 0.96)  -0.202
N (1.16, -0.60, 0.48)  0.142
N (0.44, -2.54, -0.50)  -0.164
N (-1.71, 0.31, -0.24)  -0.264
N (0.05, 1.57, 0.09)  -0.093
C (-1.73, 2.49, -1.35)  -1.277
C (-0.35, -3.25, -1.20)  -0.548
C (0.56, 0.66, 2.43)  -1.362
C (-1.16, 1.41, -0.57)  0.870
C (0.23, 0.37, 0.98)  0.518
C (0.74, -1.13, -0.83)  -0.500
H (0.99, 2.03, -0.04)  0.388
H (1.04, -0.21, 2.92)  0.331
H (-0.34, 0.93, 2.94)  0.439
H (-0.33, -3.07, -2.31)  0.278
H (-1.94, 2.00, -2.25)  0.331
H (1.26, 1.53, 2.35)  0.340
H (1.41, -1.07, -1.65)  0.487
H (0.33, -2.57, 0.50)  0.192
H (-1.13, 3.32, -1.40)  0.392
H (-2.61, 2.80, -0.86)  0.359
H (-0.19, -0.61, -1.14)  0.254
H (2.95, -0.08, 1.13)  0.344
H (-0.87, -4.20, -0.91)  0.258

---

Entry 5:
Below is a single C6H5N3O molecule at a distorted geometry, with properties calculated with ωB97M-V with the def2-TZVPD basis set.

The calculated total energy is -12820.299 eV. For the relative energy (zero: lowest compared OMol25 entry of this formula, charge and spin), the calculation gives 5.71 kcal/mol. Its structure (SMILES) is O=c1[nH]ncn2cccc12. As for the max |F|: 1.5 eV Å⁻¹. As for the HOMO energy: -8.919 eV.

Each line ends with the Mulliken charge.
Cartesian coordinates (Å):
O (-1.98, 2.07, -0.01)  -0.625
N (-2.27, -0.20, 0.08)  0.162
N (-1.86, -1.50, -0.02)  -0.726
N (0.35, -0.67, 0.05)  0.041
C (-0.07, 0.66, 0.02)  0.450
C (-1.49, 0.97, 0.01)  0.131
C (2.18, 0.61, 0.01)  -0.500
C (-0.59, -1.69, -0.04)  0.051
C (1.73, -0.69, 0.02)  -0.412
C (1.03, 1.47, -0.03)  -0.486
H (-3.29, -0.10, -0.05)  0.288
H (3.23, 0.89, 0.03)  0.392
H (-0.24, -2.71, -0.09)  0.357
H (1.02, 2.53, -0.02)  0.490
H (2.23, -1.64, 0.04)  0.389

---

Entry 6:
Below is a molecular structure, C17H11Br2Cl3CrN3O4, with properties calculated with ωB97M-V with the def2-TZVPD basis set.

The calculated total energy is -236545.175 eV. For the relative energy (zero: lowest compared OMol25 entry of this formula, charge and spin), the calculation gives 7.88 kcal/mol. As for the spin multiplicity: 4. As for the max |F|: 0.1 eV Å⁻¹. As for the HOMO energy (spin up / spin down): -8.252 / -8.356 eV.

Each line ends with the Mulliken charge.
Cartesian coordinates (Å):
Br (-5.53, -2.15, 1.69)  -0.215
Br (-3.69, 3.16, 1.21)  -0.130
Cr (0.62, 0.91, 0.44)  0.040
Cl (3.32, 0.09, -6.04)  -0.224
Cl (2.70, -0.16, -0.67)  -0.218
Cl (-1.51, 0.94, -3.81)  -0.207
O (-0.07, 0.49, -1.28)  -0.355
O (1.49, 2.52, -0.05)  -0.361
O (2.91, 4.14, 0.61)  -0.645
O (-0.96, 1.73, 1.08)  -0.658
N (2.52, 2.39, 1.99)  -0.360
N (-0.41, -0.84, 1.18)  0.269
N (1.53, 1.42, 2.30)  -0.239
C (0.17, 0.59, -3.64)  0.388
C (0.69, 0.41, -2.34)  -0.279
C (2.32, 0.21, -4.62)  0.431
C (2.89, 0.02, -3.38)  -0.957
C (-1.98, 0.91, 1.19)  0.450
C (-2.76, -1.43, 1.42)  0.691
C (-0.07, -2.11, 1.32)  0.966
C (1.38, -2.50, 1.29)  -1.587
C (-3.30, 1.32, 1.28)  -0.299
C (-4.09, -0.94, 1.49)  -0.086
C (-4.34, 0.39, 1.42)  -0.373
C (-1.73, -0.49, 1.26)  0.608
C (-1.05, -3.11, 1.48)  -0.869
C (0.97, 0.49, -4.76)  -0.726
C (-2.37, -2.78, 1.51)  -0.806
C (2.31, 3.11, 0.78)  0.642
C (2.05, 0.12, -2.28)  1.065
H (-5.36, 0.76, 1.48)  0.430
H (0.54, 0.64, -5.74)  0.439
H (1.69, -2.74, 0.27)  0.274
H (1.94, 0.67, 2.84)  0.320
H (0.75, 1.82, 2.82)  0.334
H (-3.13, -3.55, 1.63)  0.349
H (2.02, -1.70, 1.65)  0.221
H (3.94, -0.20, -3.26)  0.443
H (2.77, 2.99, 2.76)  0.280
H (-0.73, -4.14, 1.57)  0.455
H (1.54, -3.38, 1.90)  0.500

---

Entry 7:
Below is a gas-phase ion, C5H9N5 (charge +2) at a distorted geometry, with properties calculated with ωB97M-V with the def2-TZVPD basis set.

The calculated total energy is -12763.002 eV. For the relative energy (zero: lowest compared OMol25 entry of this formula, charge and spin), the calculation gives 2.76 kcal/mol. Its structure (SMILES) is N/C=[NH+]/C(=[NH2+])n1cccn1. As for the max |F|: 5.8 eV Å⁻¹. The net charge is +2. As for the HOMO energy: -17.793 eV.

Each line ends with the Mulliken charge.
Cartesian coordinates (Å):
N (-1.73, -0.54, -0.62)  -1.181
N (0.34, 1.39, 3.34)  -0.256
N (0.01, 0.82, 1.04)  -0.139
N (1.64, 0.75, -0.75)  -0.300
N (-0.45, -0.28, -0.95)  0.775
C (-2.16, -1.43, -1.44)  -0.127
C (-0.06, -1.10, -2.01)  -0.375
C (-1.13, -1.79, -2.42)  -0.447
C (0.80, 1.08, 2.11)  0.192
C (0.46, 0.43, -0.22)  0.907
H (2.35, 1.37, -0.45)  0.235
H (-1.31, -2.50, -3.24)  0.410
H (1.97, 0.29, -1.59)  0.160
H (-3.09, -1.85, -1.56)  0.490
H (-0.98, 0.66, 1.24)  0.317
H (0.92, -1.28, -2.17)  0.446
H (1.12, 1.52, 4.06)  0.320
H (1.87, 0.98, 1.97)  0.326
H (-0.57, 1.48, 3.67)  0.248

---

Entry 8:
Below is a molecular structure, C4H8Br2HgO4 at a distorted geometry, with properties calculated with ωB97M-V with the def2-TZVPD basis set.

The calculated total energy is -156729.955 eV. For the relative energy (zero: lowest compared OMol25 entry of this formula, charge and spin), the calculation gives 16.84 kcal/mol. As for the max |F|: 2.4 eV Å⁻¹. The net charge is -2. As for the HOMO energy: -2.228 eV.

Each line ends with the Mulliken charge.
Cartesian coordinates (Å):
Hg (-0.93, 1.04, 0.23)  1.254
Br (1.27, 2.69, -0.20)  -0.713
Br (-1.11, 0.39, 3.01)  -0.740
O (-3.41, 4.98, 1.18)  -0.713
O (-2.29, 3.92, 2.87)  -0.477
O (-0.06, -0.90, -0.47)  -0.873
O (-2.15, 3.19, 0.77)  -0.654
C (0.75, -1.64, -1.29)  0.499
C (2.24, -1.34, -1.05)  -1.270
C (-2.69, 4.06, 1.56)  0.625
C (0.58, -3.15, -1.07)  -1.376
H (0.51, -1.40, -2.34)  0.134
H (-1.85, 3.05, 2.83)  0.277
H (2.48, -0.30, -1.22)  0.271
H (1.06, -3.93, -1.67)  0.403
H (-0.45, -3.49, -1.29)  0.317
H (2.53, -1.79, -0.10)  0.323
H (2.84, -1.94, -1.75)  0.384
H (0.68, -3.42, -0.01)  0.329